No. 1
Computed, not measured: C2H24HfO11 as an isolated structure, with ωB97M-V/def2-TZVPD.

- Electronic energy: -965.728584 Eh
- Orbital gap: 7.8 eV
- Charge: +2

Cartesian coordinates (Å):
Hf1 -20.976 2.654 -20.391
C1 -23.413 4.612 -20.212
O1 -22.756 3.428 -20.349
H1 -23.773 4.593 -19.188
H2 -24.244 4.802 -20.835
H3 -22.740 5.461 -20.346
C2 -21.670 -0.361 -21.554
O2 -21.591 0.793 -20.881
H4 -21.065 -1.068 -21.080
H5 -21.289 -0.342 -22.607
H6 -22.683 -0.649 -21.705
O3 -18.612 -0.797 -21.268
H7 -19.234 -1.162 -21.895
H8 -18.981 -0.722 -20.336
O4 -19.136 -1.796 -23.936
H9 -18.237 -2.113 -23.782
H10 -18.994 -0.973 -24.372
O5 -21.752 1.714 -18.545
H11 -21.310 1.788 -17.623
H12 -22.145 0.811 -18.418
O6 -19.618 -0.540 -18.873
H13 -20.513 -0.813 -18.896
H14 -19.204 -1.270 -18.428
O7 -21.508 2.904 -22.685
H15 -22.351 2.872 -23.108
H16 -20.882 3.114 -23.325
O8 -19.295 1.857 -21.516
H17 -18.505 2.409 -21.404
H18 -18.992 0.948 -21.558
O9 -20.384 -3.238 -19.806
H19 -21.286 -3.151 -20.118
H20 -20.291 -3.836 -19.102
O10 -23.188 -2.964 -20.311
H21 -23.862 -3.193 -19.644
H22 -23.616 -2.416 -20.968
O11 -22.635 -0.975 -18.446
H23 -22.685 -1.611 -19.118
H24 -22.706 -1.471 -17.624


No. 2
Computed, not measured: one molecule with the formula C16H19N5O4, with ωB97M-V/def2-TZVPD.

- SMILES string: COC(=O)c1ccc(OCc2nc(N)nc(N3CCOCC3)n2)cc1
- Electronic energy: -1195.291700 Eh
- Orbital gap: 8.6 eV
- Charge: 0

Cartesian coordinates (Å):
C1 3.313 3.448 6.479
H1 3.234 4.381 5.881
H2 4.414 3.055 6.430
H3 2.972 3.453 7.411
O1 2.846 2.571 5.593
C2 3.103 2.394 4.505
O2 3.922 3.113 4.075
C3 2.460 1.199 3.744
C4 2.804 0.891 2.474
C5 2.002 -0.011 1.695
C6 0.930 -0.859 2.476
C7 0.712 -0.464 3.740
C8 1.376 0.705 4.226
H4 0.941 0.739 5.409
H5 -0.133 -0.922 4.051
O3 0.115 -1.590 1.867
C9 0.341 -1.892 0.353
C10 -0.259 -0.979 -0.510
N1 -1.061 -1.702 -1.504
C11 -1.682 -0.657 -2.191
N2 -1.200 0.647 -2.271
C12 -0.519 1.017 -1.142
N3 0.092 0.117 -0.380
N4 -0.194 2.338 -1.149
H6 -0.352 2.766 -1.899
H7 0.477 2.571 -0.594
N5 -2.478 -0.929 -3.252
C13 -3.035 -0.417 -4.187
H8 -2.749 0.858 -3.939
C14 -2.628 -0.725 -5.583
H9 -3.009 -0.346 -6.369
O4 -2.763 -2.126 -5.780
C15 -2.352 -2.973 -4.740
H10 -2.588 -3.837 -4.993
C16 -2.766 -2.425 -3.342
H11 -2.342 -3.247 -2.503
H12 -3.730 -2.700 -3.355
H13 -1.451 -2.816 -4.670
H14 -1.472 -0.671 -5.604
H15 -4.163 -0.352 -3.980
H16 1.285 -2.090 0.174
H17 -0.271 -2.961 0.545
H18 2.314 -0.168 0.806
H19 3.541 1.596 2.005


No. 3
Computed, not measured: a 2-piece molecular cluster, C8H15N3OS overall, with ωB97M-V/def2-TZVPD.

- SMILES string: Cc1c(N)cnn1SO.C=CCC
- Electronic energy: -951.389582 Eh
- Orbital gap: 8.6 eV
- Charge: 0

Cartesian coordinates (Å):
C1 -2.042 -1.279 0.786
C2 -3.052 -0.347 0.599
C3 -2.372 0.700 -0.093
C4 -2.794 2.066 -0.422
C5 3.668 0.133 1.638
C6 2.247 -1.538 -1.336
C7 3.067 0.285 0.239
C8 2.271 -0.862 -0.223
N1 -0.850 -0.924 0.314
N2 -1.035 0.345 -0.216
N3 -4.400 -0.490 0.941
O1 0.515 0.474 -2.327
S1 0.238 1.190 -0.856
H1 -2.233 -2.272 1.031
H2 -2.309 2.111 -1.374
H3 -3.896 2.188 -0.626
H4 -2.396 2.847 0.335
H5 3.103 -0.598 2.269
H6 4.581 -0.324 1.522
H7 3.737 1.112 2.131
H8 1.914 -2.478 -1.633
H9 2.709 -1.151 -2.229
H10 1.043 -0.364 -2.368
H11 3.814 0.626 -0.563
H12 2.395 1.062 0.347
H13 1.826 -1.256 0.683
H14 -4.993 0.226 0.586
H15 -4.756 -1.484 0.846


Number 1: F_max 8.28 eV Å⁻¹. Number 2: F_max 18.52 eV Å⁻¹. Number 3: F_max 3.08 eV Å⁻¹.